Density functional theory data (wB97M-V/def2-TZVPD) for a 15-piece molecular cluster, C66H105B4F16N20O6 overall.

```
217
Properties=species:S:1:pos:R:3:forces:R:3:mulliken_charge:R:1
C 8.5525 -29.1090 -14.2391 0.0 0.2 0.1 -1.23
C 9.1720 -30.4654 -14.6179 -0.7 1.7 -0.4 0.03
N 10.1033 -30.2846 -15.7337 2.2 -1.8 0.3 0.38
C 9.7294 -29.8672 -17.0143 0.4 -0.4 1.7 -0.72
C 10.8240 -30.0085 -17.7831 1.5 0.0 0.0 -0.64
N 11.8826 -30.5319 -17.0233 -2.7 -1.1 2.6 0.43
C 11.3848 -30.7833 -15.7145 -1.3 2.0 -4.2 -0.56
C 13.1666 -31.0008 -17.5159 1.5 0.4 0.5 -0.81
H 9.2492 -28.4481 -13.7234 0.2 -0.5 0.7 0.13
H 7.6810 -29.3603 -13.6347 0.0 0.5 0.1 0.43
H 8.2731 -28.4172 -15.0337 -0.5 -0.7 -0.6 0.51
H 8.3862 -31.1240 -14.9878 0.1 -0.3 0.4 0.38
H 9.6736 -30.8067 -13.7124 0.2 -0.5 -0.5 -0.19
H 8.6946 -29.5968 -17.1648 0.3 0.2 -0.4 0.71
H 11.0059 -29.6849 -18.7973 -0.1 -0.3 0.0 0.57
H 11.8794 -31.3246 -14.9215 0.3 0.1 0.2 0.58
H 13.5304 -31.9077 -17.0328 -0.7 -0.3 0.0 0.38
H 13.9219 -30.2930 -17.1742 0.1 0.3 -0.4 0.26
H 13.2195 -31.1099 -18.5991 -0.4 0.1 0.2 0.35
C 13.8804 -27.9493 -15.2097 0.3 1.0 0.0 -1.22
C 14.2125 -26.6246 -14.4775 -0.2 -1.6 0.6 0.71
N 13.6058 -26.6770 -13.1255 -1.2 -0.8 0.7 0.99
C 12.6584 -25.7874 -12.6427 1.4 1.2 -0.6 -0.52
C 12.3723 -26.1400 -11.3813 -2.0 -0.5 0.0 -1.28
N 12.8075 -27.4128 -11.2162 2.5 -1.5 -1.4 0.87
C 13.6529 -27.7290 -12.2635 -1.4 1.7 -0.1 -1.05
C 12.3903 -28.2352 -10.0876 0.7 0.1 0.9 0.55
H 14.3202 -28.8276 -14.7372 0.3 0.1 0.0 0.62
H 14.3333 -27.7971 -16.1894 -0.2 -0.5 -0.2 -0.11
H 12.8044 -28.1191 -15.2474 -0.1 0.2 -0.3 0.48
H 13.8098 -25.7441 -14.9781 0.1 -0.1 -0.1 -0.16
H 15.2966 -26.5836 -14.3720 -0.1 0.4 0.1 -0.24
H 12.2752 -24.9595 -13.2209 0.5 0.1 0.2 0.33
H 11.6844 -25.7105 -10.6682 0.0 0.2 -0.2 0.94
H 14.1470 -28.6382 -12.5729 0.1 -0.4 0.8 0.62
H 11.3830 -28.6440 -10.1670 0.1 0.2 -0.4 0.05
H 12.4584 -27.5565 -9.2375 -0.3 -0.4 0.2 -0.30
H 13.0798 -29.0530 -9.8782 0.0 0.2 -0.3 -0.63
C 10.3490 -24.2855 -7.6890 0.8 -0.9 1.0 -1.64
C 11.4989 -25.2005 -7.1212 -2.0 1.2 0.0 0.55
N 12.7279 -25.0378 -7.8529 2.3 1.5 -2.3 0.41
C 13.8566 -25.8430 -7.7516 -0.8 0.5 -0.4 -1.18
C 14.7469 -25.3216 -8.6369 2.4 -2.5 0.3 -0.77
N 14.2589 -24.2639 -9.2844 -1.0 1.2 0.0 0.39
C 13.0592 -24.0529 -8.7614 -2.0 -0.1 0.6 -0.58
C 15.0190 -23.4558 -10.2778 -0.4 1.1 1.0 -0.99
H 10.6023 -23.2619 -7.4129 -0.3 0.2 -0.5 0.49
H 9.4360 -24.5451 -7.1532 0.1 0.0 0.2 0.45
H 10.1148 -24.4560 -8.7398 0.4 0.3 -0.1 0.27
H 11.1586 -26.2360 -7.1296 0.5 0.0 0.1 -0.31
H 11.7026 -24.8600 -6.1060 -0.2 -0.4 0.1 0.42
H 13.8337 -26.7069 -7.1037 0.3 0.0 0.0 0.87
H 15.7354 -25.6595 -8.9111 0.1 -0.2 0.2 0.78
H 12.4417 -23.2145 -9.0478 -0.1 -0.3 0.0 0.63
H 14.5582 -22.4893 -10.4818 -1.1 -0.4 0.0 0.38
H 15.1658 -23.9832 -11.2203 0.5 -0.3 0.5 0.15
H 15.8706 -23.0456 -9.7351 0.8 -1.0 -0.4 0.54
C 8.3724 -25.0479 -15.2917 0.9 0.8 0.0 -1.06
C 9.1389 -23.7130 -14.8283 -0.6 -3.8 2.4 -0.37
N 9.0999 -22.6503 -15.6877 0.4 3.8 -4.2 0.71
C 8.2180 -21.6114 -15.6114 -0.1 3.1 -2.7 -0.64
C 8.4692 -20.6979 -16.7063 0.3 -3.3 1.3 -0.50
N 9.4663 -21.2853 -17.4617 0.7 -2.9 4.8 0.41
C 9.9098 -22.4429 -16.7736 -2.1 2.1 -1.1 -0.78
C 10.0384 -20.7641 -18.6588 -0.2 0.0 -0.5 -0.68
H 7.2914 -24.9247 -15.3590 0.1 0.1 0.4 0.45
H 8.6586 -25.8656 -14.6302 -0.3 0.3 0.5 0.38
H 8.6684 -25.4530 -16.2594 0.4 0.6 -0.3 0.12
H 10.1815 -23.9016 -14.5722 0.0 -0.4 -0.1 -0.08
H 8.6958 -23.3451 -13.9028 0.0 -0.4 0.2 0.46
H 7.4091 -21.4485 -14.9146 0.3 -0.6 0.4 0.57
H 7.9811 -19.8115 -17.0837 -0.2 -0.1 0.4 0.70
H 10.7035 -23.0695 -17.1531 0.3 -0.1 0.2 0.46
H 11.1180 -20.9087 -18.7006 -0.1 -0.1 0.1 0.30
H 9.7621 -19.7110 -18.6070 0.2 0.0 -0.9 0.29
H 9.5328 -21.3541 -19.4232 0.3 0.7 -0.7 0.32
C 18.8399 -31.8803 -10.0049 -0.4 -0.5 1.1 -1.52
C 17.4583 -31.2066 -10.1816 1.2 -0.4 -2.5 0.15
N 16.5958 -31.0948 -9.0770 -1.3 -0.6 4.7 0.29
C 15.2468 -30.7660 -9.0792 0.1 0.4 -1.2 -0.85
C 14.8035 -30.5385 -7.8036 1.1 -0.1 -0.9 -0.75
N 15.9251 -30.7223 -7.0445 -0.3 -0.3 1.6 0.16
C 16.9342 -31.1674 -7.7589 0.3 0.6 -1.2 -0.12
C 15.9871 -30.3450 -5.6111 -0.3 -1.3 -0.3 -0.74
H 18.8307 -32.9049 -9.6330 -0.8 -0.3 -0.2 0.40
H 19.4347 -31.4210 -9.2153 0.2 0.7 -0.4 0.40
H 19.4060 -31.9623 -10.9328 -0.2 0.6 0.0 0.38
H 16.8525 -31.6959 -10.9442 0.3 -0.2 -0.3 0.20
H 17.6017 -30.1873 -10.5402 0.2 0.1 -0.1 0.27
H 14.8246 -30.6533 -10.0668 -0.5 -0.2 0.2 0.21
H 13.8815 -30.2710 -7.3089 -0.1 0.2 -0.4 0.99
H 17.8459 -31.5296 -7.3072 0.2 0.3 -0.4 0.42
H 16.9509 -30.6847 -5.2318 0.1 0.7 0.0 0.33
H 15.2481 -30.9525 -5.0887 -0.2 0.3 0.1 0.32
H 15.7294 -29.2882 -5.5414 0.4 -0.2 0.3 0.28
C 9.0053 -27.6946 -8.8348 -1.0 -0.6 -0.7 -0.48
C 8.5098 -29.1088 -8.3534 2.5 0.0 1.4 -0.94
N 9.2380 -30.2455 -9.0220 3.1 -2.8 -1.8 0.33
C 9.3801 -30.5838 -10.4177 -2.2 0.7 0.8 -0.80
C 10.1187 -31.7066 -10.5978 0.7 1.0 0.5 -0.61
N 10.6649 -32.0044 -9.3731 -0.3 2.2 1.4 0.26
C 10.1503 -31.1331 -8.4416 -1.1 0.1 -1.3 -0.54
C 11.7261 -32.9837 -9.0892 -0.8 -1.4 0.8 -0.85
H 8.4956 -26.8809 -8.3188 -0.2 -0.3 0.2 0.45
H 8.7810 -27.5663 -9.8938 -0.2 0.0 -0.2 0.46
H 10.0689 -27.4702 -8.7547 0.0 -0.8 0.5 -0.18
H 7.4673 -29.3364 -8.1305 -0.2 0.3 -1.3 0.49
H 8.8995 -29.2395 -7.3438 0.2 0.3 0.3 0.32
H 8.7585 -30.0585 -11.1277 0.1 -0.1 0.0 0.70
H 10.4594 -32.2284 -11.4799 -0.2 0.1 0.0 0.63
H 10.3808 -31.2058 -7.3890 0.1 0.3 0.1 0.71
H 12.1639 -32.7924 -8.1095 -0.2 0.2 -0.1 0.31
H 12.5338 -33.1572 -9.8002 -0.3 0.9 -0.5 0.27
H 11.1801 -33.9251 -9.0281 0.3 -0.3 0.2 0.39
C 8.6325 -27.1277 -19.8662 -0.5 0.9 -1.0 -0.72
C 9.7137 -26.4610 -20.7398 -0.2 -0.1 -0.2 -0.76
N 11.0315 -26.7813 -20.2382 2.2 -0.6 1.2 0.29
C 11.4181 -26.3053 -18.9519 2.7 -2.9 -1.6 -1.25
C 12.6464 -26.9663 -18.7115 -0.8 1.5 -0.8 -0.65
N 13.0445 -27.6621 -19.8468 -3.5 0.2 -0.8 0.53
C 11.9925 -27.6331 -20.7419 0.1 2.2 2.1 -0.26
C 14.2941 -28.3353 -20.0900 1.8 -0.9 0.3 -0.92
H 8.3705 -28.1417 -20.1684 0.2 0.1 -0.1 0.32
H 7.7770 -26.4756 -20.0422 -0.5 -0.4 0.1 0.40
H 8.8132 -27.1036 -18.7916 0.4 0.1 -0.1 0.09
H 9.6348 -25.3741 -20.7617 -0.1 0.1 0.6 0.30
H 9.6699 -26.6621 -21.8101 -0.2 -0.7 0.1 0.45
H 10.8898 -25.5571 -18.3798 0.0 -0.3 -0.2 0.87
H 13.3338 -26.8754 -17.8836 -0.1 0.1 -0.1 0.82
H 11.9817 -28.0872 -21.7217 0.0 0.0 0.1 0.46
H 14.9221 -27.9074 -20.8715 -0.4 0.5 0.0 0.44
H 14.2115 -29.3881 -20.3602 -0.6 0.0 0.1 0.37
H 14.9147 -28.3079 -19.1944 -0.1 0.2 0.1 0.12
C 18.3863 -26.2291 -15.5637 -0.1 -0.3 0.4 -0.77
N 18.6073 -24.7833 -15.6566 -0.3 2.0 -0.5 0.37
C 19.6430 -24.1617 -14.9964 -2.1 0.6 -1.2 -0.43
C 19.8353 -22.7718 -15.2095 -0.4 -0.3 0.0 -1.05
C 19.0514 -22.0246 -16.1287 1.2 -2.0 0.5 1.29
C 18.1099 -22.7858 -16.8292 -1.2 1.1 -0.4 -0.80
C 17.8022 -24.0969 -16.5601 2.6 -1.0 1.3 -0.69
C 19.3284 -20.5824 -16.4116 1.7 0.3 0.7 0.39
C 18.2940 -19.6761 -16.5305 -0.5 0.8 -0.6 -0.59
C 18.5560 -18.3524 -16.8075 0.9 0.4 0.7 -0.72
N 19.8453 -17.8425 -16.7836 -2.2 1.5 -1.9 0.03
C 20.8877 -18.6188 -16.6691 -0.5 -3.2 1.3 -0.17
C 20.6292 -20.0251 -16.4447 0.3 0.7 -0.4 -0.74
C 20.0515 -16.3811 -17.1515 0.5 0.1 0.7 -0.89
H 18.9438 -26.6151 -16.4171 0.0 -0.7 0.3 0.49
H 17.3312 -26.4859 -15.6584 0.0 0.4 -0.5 -0.02
H 18.6160 -26.5797 -14.5575 0.7 0.0 -0.2 0.33
H 20.1574 -24.8079 -14.3005 0.3 0.3 0.1 0.59
H 20.5714 -22.2473 -14.6183 0.2 -0.2 0.1 0.61
H 17.5045 -22.3306 -17.5991 -0.1 0.1 -0.2 0.56
H 17.1439 -24.7439 -17.1208 -0.3 0.3 -0.2 0.81
H 17.2775 -20.0288 -16.4372 -0.2 0.2 -0.3 0.68
H 17.7781 -17.6208 -16.9683 0.0 0.0 0.0 0.49
H 21.8541 -18.1385 -16.6263 0.2 -0.3 -0.2 0.43
H 21.4917 -20.6665 -16.3392 0.1 0.0 0.0 0.55
H 19.6832 -16.0704 -18.1292 -0.4 -0.7 0.1 0.37
H 21.1206 -16.1713 -17.1845 0.0 -0.3 0.2 0.32
H 19.6322 -15.7574 -16.3621 -0.1 -0.1 -0.1 0.38
C 15.9004 -21.9196 -13.7211 0.4 -0.5 -0.3 -0.62
N 14.7746 -21.0484 -14.1325 1.3 -1.2 0.3 0.41
C 13.6384 -21.6938 -14.3795 -2.0 1.5 -0.1 -1.53
C 12.4896 -20.9439 -14.7369 1.1 0.3 -0.1 0.16
C 12.6354 -19.5713 -14.9667 0.9 -0.4 0.3 0.47
C 13.9410 -18.9970 -14.8022 -1.7 0.1 0.3 -0.88
C 14.9999 -19.7518 -14.3776 -1.4 0.5 0.1 -0.64
C 11.4658 -18.7130 -15.3553 1.9 1.9 -1.8 0.71
C 11.6648 -17.7477 -16.4348 0.0 -1.6 1.6 -0.95
C 10.6470 -16.9372 -16.8591 -0.1 0.5 -0.3 -0.31
N 9.4755 -16.8790 -16.2165 -1.1 -3.2 2.3 0.14
C 9.2962 -17.7656 -15.1371 0.8 1.5 -0.6 -0.54
C 10.2709 -18.6600 -14.6903 -1.4 0.2 -0.7 -0.33
C 8.2707 -16.1513 -16.7028 0.7 1.3 0.0 -0.90
H 15.8585 -22.6928 -14.4882 0.9 -0.1 0.1 0.47
H 15.8198 -22.4100 -12.7510 -0.7 0.3 0.0 -0.50
H 16.8327 -21.3571 -13.6707 -0.1 -0.1 -0.5 0.36
H 13.6161 -22.7624 -14.2246 0.1 0.0 0.0 1.00
H 11.5172 -21.3979 -14.8585 0.1 -0.3 0.1 0.58
H 14.0201 -17.9202 -14.7777 0.2 0.1 -0.5 0.72
H 15.9409 -19.2780 -14.1401 0.2 -0.5 0.1 0.66
H 12.6260 -17.6661 -16.9205 0.0 -0.2 -0.2 0.57
H 10.7408 -16.2976 -17.7242 0.1 0.1 0.0 0.45
H 8.4194 -17.6298 -14.5213 -0.4 0.0 -0.4 0.49
H 9.9847 -19.3380 -13.8999 0.2 0.0 0.4 0.75
H 7.5625 -16.7505 -17.2751 0.3 -0.3 0.2 0.33
H 8.6512 -15.3415 -17.3252 -0.2 -0.1 -0.1 0.36
H 7.7812 -15.6728 -15.8546 0.0 -0.2 0.0 0.39
N 10.9882 -22.5877 -11.5173 0.8 1.8 0.0 0.92
O 10.4897 -21.5273 -11.8855 -1.2 1.2 -1.1 -0.69
O 10.3240 -23.5635 -11.2909 -1.6 -2.4 0.3 -0.61
O 12.2127 -22.6071 -11.3517 2.2 -0.6 0.1 -0.52
N 13.7118 -23.0688 -17.7394 -1.7 -0.4 -0.2 0.81
O 12.9700 -22.4430 -18.4512 -2.7 2.3 -2.3 -0.69
O 14.8239 -22.6654 -17.5755 3.6 0.3 1.5 -0.61
O 13.2295 -24.0777 -17.2125 0.2 -2.0 1.8 -0.38
B 13.8466 -31.7778 -12.6581 0.2 -1.7 -1.0 0.36
F 12.6466 -31.1964 -12.4070 -2.6 1.8 0.5 -0.11
F 14.1174 -32.6475 -11.6682 0.5 -1.5 1.9 -0.36
F 13.7247 -32.4551 -13.8672 -0.2 -0.2 -1.2 -0.37
F 14.8350 -30.8634 -12.7229 1.6 2.3 -0.2 -0.24
B 12.0031 -28.8270 -5.9526 -0.1 -0.3 2.1 0.09
F 13.2810 -28.7665 -5.4021 0.6 0.3 0.6 -0.35
F 11.1165 -27.9189 -5.4021 0.0 0.5 -0.1 -0.32
F 12.1750 -28.6860 -7.2757 0.3 1.7 -4.1 0.31
F 11.4971 -30.0925 -5.8749 -0.9 -2.2 0.9 -0.32
B 17.7895 -25.8594 -11.9960 0.6 1.4 0.9 -0.17
F 17.5566 -25.6171 -10.6639 -0.8 0.0 1.3 -0.29
F 17.5892 -27.0907 -12.4028 -1.8 -3.9 -0.8 -0.27
F 16.9736 -25.0028 -12.7372 -1.3 1.4 -1.1 0.17
F 19.0913 -25.6276 -12.2631 2.7 1.5 -0.7 -0.26
B 17.7269 -27.4353 -18.8491 0.4 0.2 -1.7 0.28
F 18.8689 -28.0489 -18.5105 1.5 -1.0 1.5 -0.31
F 17.3964 -27.8227 -20.1219 -1.3 -0.8 -1.3 -0.36
F 16.6735 -27.7061 -17.9677 -0.9 0.0 1.0 -0.17
F 17.9731 -26.0745 -18.9574 -0.2 1.9 1.1 -0.34
```
Positions in Å, forces in eV/Å.

* total charge: +5
* E_tot: -158386.83332 eV
* HOMO level: -17.22 eV
* largest force on an atom: 5.7 eV Å⁻¹
* HOMO-LUMO gap: 5.6 eV